No. 1
{"formula": "C5H14ClCoDyO", "method": "the ωB97M-V functional and the def2-TZVPD basis", "symbols": ["Dy", "Cl", "C", "C", "H", "H", "H", "H", "H", "H", "Co", "C", "C", "H", "H", "H", "H", "H", "C", "O", "H", "H", "H"], "positions_angstrom": [[0.166, -0.399, -1.194], [1.813, 1.466, -0.358], [-0.929, 0.216, -3.184], [2.022, -0.677, -2.583], [-0.496, -0.432, -3.963], [-2.015, 0.055, -3.181], [-0.718, 1.262, -3.477], [1.766, -1.219, -3.505], [2.795, -1.251, -2.046], [2.447, 0.302, -2.856], [0.282, 0.883, 1.013], [-1.507, 1.052, 0.246], [-0.040, -0.937, 1.600], [-1.852, 0.600, -0.713], [-2.229, 0.728, 1.031], [-1.617, 2.137, 0.141], [0.763, -1.668, 1.402], [-1.060, -1.367, 1.640], [0.065, -0.182, 4.078], [0.239, -0.062, 2.686], [-0.847, 0.352, 4.322], [0.913, 0.363, 4.487], [0.040, -1.222, 4.415]], "mulliken_charge": [-0.403, -0.623, -1.035, -0.974, 0.230, 0.379, 0.056, 0.180, 0.304, 0.157, 0.113, -0.719, -0.134, 0.245, 0.183, 0.088, 0.237, 0.224, -1.336, -0.080, 0.267, 0.299, 0.343], "homo_lumo_gap_ev": [3.61, 4.09], "charge": -2, "max_force_ev_per_a": 2.784, "spin_multiplicity": 9}

No. 2
{"formula": "C5H14N", "method": "the ωB97M-V functional and the def2-TZVPD basis", "symbols": ["C", "C", "C", "C", "C", "N", "H", "H", "H", "H", "H", "H", "H", "H", "H", "H", "H", "H", "H", "H"], "positions_angstrom": [[0.090, -1.665, -1.098], [0.183, -0.863, 0.200], [1.622, -0.334, 0.398], [-0.829, 0.272, 0.150], [-0.665, 1.312, -0.940], [-0.772, 1.021, 1.514], [0.652, -2.578, -0.947], [0.643, -1.207, -1.919], [-0.926, -1.860, -1.430], [0.000, -1.500, 1.036], [2.333, -1.085, 0.058], [1.875, -0.216, 1.452], [1.785, 0.566, -0.187], [-1.862, -0.051, 0.105], [-0.674, 0.803, -1.906], [0.268, 1.820, -0.976], [-1.468, 2.039, -0.919], [0.115, 1.521, 1.571], [-0.824, 0.328, 2.260], [-1.547, 1.676, 1.577]], "mulliken_charge": [-1.738, 0.631, -1.447, -0.179, -1.467, -0.280, 0.448, 0.438, 0.389, 0.410, 0.417, 0.384, 0.298, 0.407, 0.387, 0.361, 0.461, 0.365, 0.341, 0.373], "e_above_lowest_ev": 0.000, "smiles": "CC(C)[C@H](C)[NH3+]", "homo_lumo_gap_ev": 12.24, "charge": 1, "max_force_ev_per_a": 1.552}

No. 3
{"formula": "C5H14N", "method": "the ωB97M-V functional and the def2-TZVPD basis", "symbols": ["C", "C", "C", "C", "C", "N", "H", "H", "H", "H", "H", "H", "H", "H", "H", "H", "H", "H", "H", "H"], "positions_angstrom": [[2.374, 0.759, 0.346], [1.305, 0.244, -0.546], [-0.072, 0.079, 0.292], [-0.939, 1.312, -0.044], [-0.547, -1.256, -0.201], [-2.030, -1.514, 0.135], [2.687, 0.019, 1.143], [1.912, 1.683, 0.815], [3.381, 1.049, -0.204], [1.066, 0.909, -1.387], [1.628, -0.703, -1.015], [0.113, 0.226, 1.501], [-0.134, 2.131, -0.226], [-1.520, 1.791, 0.775], [-1.717, 1.238, -0.676], [-0.509, -1.257, -1.315], [0.085, -2.152, -0.036], [-2.368, -2.359, -0.111], [-2.449, -0.745, -0.423], [-2.266, -1.453, 1.174]], "mulliken_charge": [-1.111, -0.920, 0.918, -1.516, -1.212, -0.223, 0.297, 0.274, 0.338, 0.433, 0.418, 0.283, 0.295, 0.382, 0.487, 0.384, 0.427, 0.309, 0.375, 0.361], "e_above_lowest_ev": 1.972, "smiles": "CC[C@@H](C)C[NH3+]", "homo_lumo_gap_ev": 11.13, "charge": 1, "max_force_ev_per_a": 5.184}

No. 4
{"formula": "C5H14N", "method": "the ωB97M-V functional and the def2-TZVPD basis", "symbols": ["C", "C", "C", "N", "H", "H", "H", "H", "H", "H", "H", "H", "C", "C", "H", "H", "H", "H", "H", "H"], "positions_angstrom": [[-1.851, -0.485, -1.594], [-0.625, 0.348, -1.555], [0.401, 0.380, -2.385], [-0.518, 1.215, -0.321], [-1.891, -1.021, -2.538], [-1.887, -1.207, -0.777], [-2.752, 0.132, -1.539], [1.261, 1.003, -2.173], [0.388, -0.183, -3.306], [-1.448, 1.311, 0.097], [-0.127, 2.134, -0.536], [0.098, 0.720, 0.342], [0.599, -0.187, 2.447], [1.644, -0.899, 1.627], [-0.413, -0.501, 2.160], [0.677, 0.901, 2.338], [0.690, -0.424, 3.505], [1.591, -0.622, 0.564], [2.651, -0.639, 1.947], [1.513, -1.977, 1.697]], "mulliken_charge": [-1.297, 0.735, -0.886, -0.189, 0.379, 0.335, 0.381, 0.265, 0.304, 0.429, 0.396, -0.003, -1.001, -0.550, 0.285, 0.354, 0.330, 0.190, 0.281, 0.262], "e_above_lowest_ev": 0.964, "homo_lumo_gap_ev": 11.51, "charge": 1, "max_force_ev_per_a": 0.814}

No. 5
{"formula": "C5H14N", "method": "the ωB97M-V functional and the def2-TZVPD basis", "symbols": ["C", "C", "C", "C", "C", "N", "H", "H", "H", "H", "H", "H", "H", "H", "H", "H", "H", "H", "H", "H"], "positions_angstrom": [[-0.820, 1.092, -1.043], [-0.408, -0.390, -0.707], [0.921, -0.428, 0.282], [2.113, 0.167, -0.425], [0.598, 0.134, 1.658], [-1.380, -1.013, -0.055], [-1.303, 1.620, -0.230], [-1.398, 1.035, -1.928], [0.041, 1.681, -1.368], [-0.105, -0.892, -1.641], [1.004, -1.487, 0.382], [2.020, 1.247, -0.509], [2.184, -0.307, -1.370], [3.043, -0.090, 0.087], [0.219, 1.154, 1.527], [1.530, 0.223, 2.217], [-0.133, -0.503, 2.118], [-1.947, -1.527, -0.752], [-4.874, -0.091, 1.546], [-5.476, 0.131, 1.944]], "mulliken_charge": [-1.221, 0.103, 0.279, -1.457, -1.240, -0.190, 0.403, 0.416, 0.339, 0.560, 0.336, 0.368, 0.431, 0.415, 0.325, 0.376, 0.392, 0.363, -0.186, 0.187], "e_above_lowest_ev": 5.819, "homo_lumo_gap_ev": 7.44, "charge": 1, "max_force_ev_per_a": 2.239}

No. 6
{"formula": "C5H14N2", "method": "the ωB97M-V functional and the def2-TZVPD basis", "symbols": ["C", "N", "C", "C", "N", "C", "C", "H", "H", "H", "H", "H", "H", "H", "H", "H", "H", "H", "H", "H", "H"], "positions_angstrom": [[-1.472, 2.640, -0.756], [-0.744, 1.470, -0.338], [0.527, 1.011, -0.801], [1.075, -0.024, 0.224], [0.009, -0.982, 0.514], [0.037, -2.050, -0.496], [0.298, -1.667, 1.796], [-1.164, 2.926, -1.752], [-2.513, 2.563, -0.466], [-1.135, 3.576, -0.214], [-1.258, 0.762, 0.146], [0.450, 0.487, -1.788], [1.193, 1.856, -0.974], [1.293, 0.585, 1.099], [2.035, -0.471, -0.044], [-0.020, -1.648, -1.511], [-0.798, -2.745, -0.416], [0.965, -2.640, -0.503], [0.641, -0.901, 2.497], [-0.513, -2.329, 2.118], [1.094, -2.419, 1.666]], "mulliken_charge": [-0.981, -0.129, -0.557, -0.735, -0.060, -1.142, -0.952, 0.308, 0.337, 0.251, 0.283, 0.182, 0.415, 0.434, 0.366, 0.303, 0.334, 0.389, 0.331, 0.292, 0.332], "e_above_lowest_ev": 1.788, "smiles": "CNCCN(C)C", "homo_lumo_gap_ev": 8.80, "charge": 0, "max_force_ev_per_a": 2.627}

No. 7
{"formula": "C5H14N2", "method": "the ωB97M-V functional and the def2-TZVPD basis", "symbols": ["C", "N", "C", "C", "N", "C", "C", "H", "H", "H", "H", "H", "H", "H", "H", "H", "H", "H", "H", "H", "H"], "positions_angstrom": [[3.086, -0.565, -0.193], [1.685, -0.923, 0.100], [0.898, -0.129, -0.833], [-0.613, -0.376, -0.683], [-1.060, 0.074, 0.701], [-1.205, 1.675, 0.709], [-2.414, -0.613, 0.833], [3.127, -1.005, -1.234], [3.193, 0.579, -0.412], [3.859, -0.763, 0.509], [1.414, -0.563, 0.960], [0.927, 1.009, -0.815], [1.233, -0.467, -1.879], [-0.877, -1.458, -0.874], [-1.165, 0.223, -1.495], [-0.187, 2.010, 0.625], [-1.665, 1.905, 1.665], [-1.853, 1.928, -0.077], [-2.248, -1.711, 0.726], [-2.969, -0.447, 1.748], [-3.167, -0.383, -0.080]], "mulliken_charge": [-0.756, -0.418, -0.608, -0.662, -0.212, -0.969, -0.829, 0.279, 0.234, 0.339, 0.266, 0.255, 0.392, 0.486, 0.327, 0.306, 0.340, 0.367, 0.297, 0.308, 0.260], "e_above_lowest_ev": 2.557, "smiles": "CNCCN(C)C", "homo_lumo_gap_ev": 10.01, "charge": 0, "max_force_ev_per_a": 4.446}

No. 8
{"formula": "C5H14N2", "method": "the ωB97M-V functional and the def2-TZVPD basis", "symbols": ["C", "C", "C", "C", "N", "N", "C", "H", "H", "H", "H", "H", "H", "H", "H", "H", "H", "H", "H", "H", "H"], "positions_angstrom": [[0.139, -2.125, 1.225], [-0.538, -0.619, 1.003], [0.108, -0.305, -0.348], [-0.662, 0.638, -1.386], [-1.947, -0.176, -1.501], [1.338, 0.553, -0.106], [1.206, 1.872, 0.516], [1.191, -2.028, 1.580], [-0.263, -2.657, 2.086], [0.307, -2.671, 0.287], [-0.383, 0.214, 1.716], [-1.705, -0.477, 0.895], [0.394, -1.123, -0.930], [0.098, 0.811, -2.192], [-0.785, 1.661, -0.924], [-2.551, 0.305, -2.105], [-1.578, -1.021, -2.042], [2.246, 0.349, -0.042], [0.913, 2.501, -0.252], [0.386, 2.008, 1.328], [2.085, 2.289, 1.195]], "mulliken_charge": [-1.102, -0.371, -0.130, -0.940, -0.516, -0.299, -0.993, 0.300, 0.358, 0.291, 0.260, 0.307, 0.600, 0.314, 0.370, 0.246, 0.237, 0.204, 0.353, 0.222, 0.286], "e_above_lowest_ev": 3.614, "smiles": "CC[C@@H](CN)NC", "homo_lumo_gap_ev": 9.12, "charge": 0, "max_force_ev_per_a": 6.019}

No. 9
{"formula": "C5H14N2", "method": "the ωB97M-V functional and the def2-TZVPD basis", "symbols": ["C", "C", "N", "C", "C", "N", "C", "H", "H", "H", "H", "H", "H", "H", "H", "H", "H", "H", "H", "H", "H"], "positions_angstrom": [[-0.538, 2.496, -1.947], [-0.672, 0.930, -1.734], [-0.498, 0.516, -0.348], [-0.515, -0.890, -0.122], [0.955, -1.347, 0.140], [1.313, -0.939, 1.552], [0.251, -0.943, 2.650], [-0.712, 2.942, -2.935], [0.470, 2.871, -1.701], [-1.287, 2.902, -1.270], [-0.053, 0.276, -2.344], [-1.704, 0.489, -2.113], [0.487, 0.856, -0.271], [-1.050, -1.456, -0.959], [-1.180, -1.066, 0.766], [0.993, -2.426, 0.102], [1.765, -0.819, -0.333], [1.944, -1.684, 1.926], [-0.163, 0.027, 2.444], [-0.322, -1.857, 2.730], [0.519, -0.878, 3.766]], "mulliken_charge": [-1.096, -0.523, -0.325, -0.590, -0.630, -0.405, -0.928, 0.358, 0.302, 0.290, 0.409, 0.296, 0.260, 0.372, 0.334, 0.310, 0.377, 0.232, 0.373, 0.309, 0.275], "e_above_lowest_ev": 2.931, "smiles": "CCNCCNC", "homo_lumo_gap_ev": 9.72, "charge": 0, "max_force_ev_per_a": 3.579}

No. 10
{"formula": "C5H14N2", "method": "the ωB97M-V functional and the def2-TZVPD basis", "symbols": ["C", "N", "C", "C", "C", "C", "N", "H", "H", "H", "H", "H", "H", "H", "H", "H", "H", "H", "H", "H", "H"], "positions_angstrom": [[0.016, 2.252, 2.818], [0.633, 1.349, 2.055], [-0.057, 0.124, 1.433], [-0.234, 0.348, -0.055], [0.196, -0.805, -1.068], [0.494, -0.362, -2.529], [-0.739, -1.934, -1.096], [0.408, 3.208, 3.313], [-1.077, 2.033, 3.053], [1.643, 1.441, 1.841], [0.515, -0.758, 1.561], [-1.181, -0.144, 1.869], [-1.319, 0.425, -0.355], [0.276, 1.330, -0.301], [1.182, -1.182, -0.727], [1.400, 0.287, -2.466], [0.923, -1.171, -3.092], [-0.251, 0.163, -3.093], [-0.419, -2.618, -0.371], [-0.656, -2.336, -1.957], [-1.753, -1.650, -0.831]], "mulliken_charge": [-0.048, -0.054, -0.650, -0.624, -0.097, -1.577, -0.151, 0.313, 0.261, 0.323, 0.418, 0.338, 0.326, 0.443, 0.363, 0.390, 0.507, 0.397, 0.388, 0.324, 0.411], "e_above_lowest_ev": 1.698, "smiles": "C=[NH+]CC[C@H](C)[NH3+]", "homo_lumo_gap_ev": 11.31, "charge": 2, "max_force_ev_per_a": 5.510}

No. 11
{"formula": "C5H14N2O", "method": "the ωB97M-V functional and the def2-TZVPD basis", "symbols": ["C", "C", "C", "C", "C", "N", "N", "H", "H", "H", "H", "H", "H", "H", "H", "H", "H", "H", "H", "H", "H", "O"], "positions_angstrom": [[-2.726, -0.353, 1.099], [-2.070, 0.920, 1.585], [-0.580, 0.763, 1.921], [0.264, 0.221, 0.790], [0.463, 0.931, -0.320], [1.289, 0.569, -1.374], [0.911, -1.035, 1.023], [-3.630, -0.123, 0.516], [-3.092, -1.022, 1.888], [-2.106, -0.939, 0.429], [-2.548, 1.392, 2.443], [-2.153, 1.655, 0.769], [-0.212, 1.715, 2.293], [-0.496, 0.059, 2.751], [-0.143, 1.816, -0.521], [1.243, -0.403, -1.673], [1.261, 1.203, -2.161], [1.095, -1.489, 0.138], [1.716, -0.905, 1.622], [3.071, -1.866, -4.236], [4.426, -1.124, -4.547], [4.015, -1.984, -4.433]], "mulliken_charge": [-1.208, -0.368, -0.751, 1.237, -1.853, -0.671, -1.039, 0.346, 0.297, 0.312, 0.402, 0.226, 0.367, 0.277, 0.124, 0.077, 0.941, 0.407, 0.303, 0.616, 0.528, -1.570], "e_above_lowest_ev": 0.282, "homo_lumo_gap_ev": [2.73, 7.66], "charge": -1, "max_force_ev_per_a": 1.295, "spin_multiplicity": 2}

No. 12
{"formula": "C5H14N2O", "method": "the ωB97M-V functional and the def2-TZVPD basis", "symbols": ["C", "N", "C", "C", "N", "C", "C", "O", "H", "H", "H", "H", "H", "H", "H", "H", "H", "H", "H", "H", "H", "H"], "positions_angstrom": [[-0.019, -0.752, 1.049], [0.435, 0.139, -0.073], [-0.635, 1.144, -0.306], [-0.544, 2.162, 0.843], [-1.929, 2.186, 1.439], [0.555, -0.750, -1.267], [1.705, -1.797, -1.071], [1.243, -3.102, -0.832], [0.228, -0.405, 2.037], [0.374, -1.812, 0.805], [-1.100, -0.864, 1.094], [-0.332, 1.712, -1.144], [-1.628, 0.788, -0.522], [-0.445, 3.199, 0.484], [0.348, 2.008, 1.539], [-2.530, 2.856, 1.084], [-2.056, 1.640, 2.198], [0.880, -0.124, -2.145], [-0.383, -1.274, -1.694], [2.387, -1.745, -1.858], [2.194, -1.566, -0.018], [1.253, -3.642, -1.642]], "mulliken_charge": [-1.098, -0.154, -0.629, -0.488, -0.465, -0.254, -0.837, -0.513, 0.272, 0.364, 0.370, 0.432, 0.387, 0.325, 0.319, 0.137, 0.135, 0.393, 0.236, 0.391, 0.366, 0.310], "e_above_lowest_ev": 3.796, "smiles": "CN(CCN)CCO", "homo_lumo_gap_ev": 9.44, "charge": 0, "max_force_ev_per_a": 4.196}